{
  "formula": "C11H6InN2O6",
  "method": "ωB97M-V with the def2-TZVPD basis set",
  "homo_ev": -19.086,
  "largest_force_ev_per_a": 4.32,
  "charge": 3,
  "gap_ev": 4.4,
  "energy_ev": -31908.3858,
  "elements": ["O", "C", "In", "O", "C", "C", "O", "C", "O", "C", "O", "N", "C", "O", "C", "C", "C", "C", "N", "C", "H", "H", "H", "H", "H", "H"],
  "coordinates": [[0.012, 0.000, -5.679], [0.016, 0.033, -4.536], [-0.021, -0.007, 0.464], [2.211, -2.762, 0.014], [1.523, -1.918, -0.281], [-1.519, 2.023, -0.073], [-2.194, 2.880, 0.209], [-1.947, -1.450, -0.283], [-2.799, -2.143, -0.001], [1.958, 1.534, -0.076], [2.790, 2.228, 0.294], [0.790, 2.390, 6.546], [0.750, 2.373, 5.208], [0.970, 3.319, 4.420], [0.343, 1.029, 4.738], [0.057, -0.175, 5.449], [-0.259, -1.317, 4.667], [-0.308, -1.348, 3.265], [-0.086, -0.175, 2.646], [0.265, 0.959, 3.333], [1.115, 3.206, 6.964], [0.746, 1.600, 7.123], [0.079, -0.244, 6.565], [-0.487, -2.264, 5.150], [-0.517, -2.222, 2.636], [0.487, 1.843, 2.698]]
}

{
  "formula": "C11H6N7O7",
  "method": "ωB97M-V with the def2-TZVPD basis set",
  "homo_ev": -4.168,
  "largest_force_ev_per_a": 12.62,
  "charge": -1,
  "e_above_lowest_kj_mol": 186.0,
  "gap_ev": 4.5,
  "energy_ev": -36257.4863,
  "elements": ["O", "C", "C", "C", "C", "N", "O", "O", "C", "C", "H", "H", "H", "H", "O", "N", "O", "C", "C", "C", "N", "O", "O", "C", "N", "N", "N", "N", "C", "H", "H"],
  "coordinates": [[1.719, 3.168, 1.321], [0.997, 2.245, 1.716], [-0.380, 2.447, 2.046], [-1.147, 1.416, 2.500], [-0.608, 0.143, 2.647], [-1.427, -0.944, 3.137], [-0.914, -2.064, 3.250], [-2.606, -0.715, 3.425], [0.724, -0.088, 2.324], [1.515, 0.923, 1.870], [-0.788, 3.436, 1.927], [-2.185, 1.563, 2.757], [1.112, -1.087, 2.448], [2.548, 0.758, 1.622], [7.193, -1.626, 1.884], [6.647, -1.277, 0.835], [6.571, -2.013, -0.152], [6.058, 0.049, 0.743], [5.459, 0.444, -0.413], [4.851, 1.711, -0.542], [4.212, 2.076, -1.795], [4.602, 1.538, -2.833], [3.306, 2.912, -1.772], [4.837, 2.595, 0.488], [5.440, 2.262, 1.691], [5.552, 2.970, 2.839], [6.171, 2.047, 3.422], [6.560, 0.865, 3.074], [6.065, 0.961, 1.831], [5.448, -0.234, -1.254], [4.345, 3.549, 0.395]]
}

{
  "formula": "C11H76NO26",
  "method": "ωB97M-V with the def2-TZVPD basis set",
  "homo_ev": -11.704,
  "largest_force_ev_per_a": 11.04,
  "charge": 1,
  "e_above_lowest_kj_mol": 74.5,
  "gap_ev": 9.1,
  "energy_ev": -67352.0789,
  "elements": ["C", "C", "C", "C", "N", "C", "C", "C", "C", "C", "C", "C", "H", "H", "H", "H", "H", "H", "H", "H", "H", "H", "H", "H", "H", "H", "H", "H", "H", "H", "H", "H", "H", "H", "H", "H", "O", "H", "H", "O", "H", "H", "O", "H", "H", "O", "H", "H", "O", "H", "H", "O", "H", "H", "O", "H", "H", "O", "H", "H", "O", "H", "H", "O", "H", "H", "O", "H", "H", "O", "H", "H", "O", "H", "H", "O", "H", "H", "O", "H", "H", "O", "H", "H", "O", "H", "H", "O", "H", "H", "O", "H", "H", "O", "H", "H", "O", "H", "H", "O", "H", "H", "O", "H", "H", "O", "H", "H", "O", "H", "H", "O", "H", "H"],
  "coordinates": [[33.277, -43.645, 29.498], [34.596, -44.229, 29.747], [35.716, -43.918, 28.708], [37.048, -44.300, 29.218], [38.202, -44.056, 28.256], [37.984, -44.890, 26.950], [39.340, -45.265, 26.390], [40.251, -45.161, 27.597], [39.370, -44.634, 28.783], [38.345, -42.664, 27.876], [38.562, -41.629, 29.006], [38.578, -40.160, 28.525], [32.340, -43.964, 30.009], [33.014, -43.660, 28.458], [33.304, -42.488, 29.678], [34.429, -45.252, 29.852], [34.813, -44.064, 30.747], [35.860, -42.776, 28.722], [35.284, -44.246, 27.580], [36.907, -45.359, 29.317], [37.366, -43.675, 30.091], [37.418, -44.356, 26.328], [37.692, -45.840, 27.153], [39.687, -44.780, 25.619], [39.250, -46.264, 25.887], [41.124, -44.284, 27.367], [40.662, -46.125, 27.905], [39.978, -43.855, 29.232], [39.242, -45.386, 29.563], [37.449, -42.275, 27.321], [39.054, -42.587, 27.273], [39.336, -41.932, 29.402], [37.878, -41.811, 29.824], [37.854, -39.978, 27.675], [39.616, -40.113, 27.834], [38.790, -39.737, 29.417], [36.628, -40.524, 25.599], [36.484, -40.154, 24.586], [36.272, -41.376, 25.581], [41.654, -45.675, 24.274], [41.824, -45.903, 23.306], [42.025, -46.409, 24.783], [35.576, -46.330, 33.362], [35.830, -46.339, 34.218], [35.301, -45.453, 33.178], [30.220, -44.491, 28.611], [30.770, -45.119, 28.134], [30.349, -43.659, 28.181], [41.561, -43.283, 22.663], [41.001, -42.955, 21.962], [41.068, -43.909, 23.273], [41.174, -47.709, 29.836], [41.134, -46.910, 30.400], [41.399, -48.432, 30.353], [30.561, -41.820, 28.234], [30.659, -41.356, 29.009], [29.757, -41.177, 27.786], [37.619, -46.587, 31.611], [37.302, -47.001, 30.792], [36.971, -46.544, 32.248], [43.341, -41.887, 26.964], [42.707, -41.708, 26.209], [42.847, -42.132, 27.657], [40.555, -48.833, 27.329], [41.033, -49.530, 27.636], [40.664, -48.255, 27.970], [32.391, -46.181, 27.502], [32.634, -47.060, 27.771], [33.288, -45.835, 27.212], [36.644, -47.888, 29.313], [35.795, -48.054, 29.639], [36.529, -48.077, 28.363], [38.332, -43.792, 32.339], [38.167, -44.715, 32.051], [39.296, -43.720, 32.283], [35.713, -38.480, 27.285], [36.033, -39.115, 26.596], [36.396, -37.757, 27.406], [34.388, -43.738, 33.571], [34.382, -42.820, 33.574], [33.531, -44.080, 33.321], [41.210, -45.803, 31.616], [41.179, -44.852, 31.808], [42.037, -46.217, 32.067], [41.801, -42.065, 29.111], [42.423, -42.280, 29.721], [41.549, -41.174, 29.299], [32.553, -42.059, 26.383], [31.951, -41.807, 27.157], [31.980, -42.616, 25.818], [43.824, -47.225, 28.908], [42.844, -47.096, 29.372], [44.430, -47.402, 29.595], [39.741, -47.695, 23.517], [40.251, -48.511, 23.545], [40.229, -46.884, 23.846], [39.035, -40.570, 24.363], [39.078, -41.489, 24.020], [38.308, -40.709, 25.024], [41.681, -40.630, 25.177], [40.646, -40.792, 25.279], [41.920, -39.820, 25.091], [38.232, -37.202, 27.333], [38.203, -36.853, 28.249], [38.871, -36.725, 26.882], [34.842, -46.191, 25.791], [35.246, -47.069, 26.026], [35.138, -45.854, 24.877], [36.183, -38.653, 30.151], [36.032, -38.780, 29.144], [37.025, -37.997, 30.325], [35.090, -42.676, 25.469], [34.915, -42.914, 24.640], [34.303, -42.397, 25.867]]
}